This record from OMol25 describes a structure of composition C33H35N7O7S2Ta. The level of theory is ωB97M-V/def2-TZVPD.

Geometry (Å):
1 C 2.748 -0.222 6.737
2 C 2.451 0.172 3.992
3 N -2.171 -0.820 3.186
4 H 2.876 -0.360 7.801
5 C -1.801 1.800 -2.078
6 C -2.000 2.510 -0.881
7 H -5.566 -3.241 -6.556
8 H 1.110 1.765 4.553
9 H 3.924 -1.394 3.802
10 H -2.294 4.369 2.411
11 N -1.617 1.882 0.265
12 H -1.022 0.773 3.462
13 C -2.532 3.808 -0.927
14 C 5.653 2.084 1.791
15 C 3.315 -0.810 4.482
16 H -3.034 5.504 0.322
17 H 3.923 2.448 2.995
18 H 4.223 -2.989 -2.394
19 O 2.995 -1.308 -2.571
20 H 3.857 -1.117 0.618
21 C -3.412 -1.644 -5.834
22 H -1.975 1.777 -4.210
23 C -2.289 -1.234 -5.144
24 H 6.108 -0.586 -0.230
25 N -0.956 -0.138 3.008
26 C 3.741 0.631 1.860
27 C -2.135 2.324 -3.293
28 C 1.899 0.762 6.261
29 H -5.577 -2.038 -3.262
30 C 5.623 0.083 0.467
31 N -3.894 -2.102 2.415
32 H -6.118 -1.580 -6.625
33 H -1.371 -1.001 -5.658
34 C 6.273 1.231 0.888
35 C 4.353 -0.214 0.946
36 C 1.441 1.398 1.982
37 N 0.682 -2.503 -0.127
38 H -4.352 -2.608 1.672
39 H -3.596 -1.319 -1.984
40 C -2.755 -1.461 2.183
41 C -2.237 3.874 1.453
42 C -1.725 2.568 1.384
43 S -0.973 -0.653 -2.891
44 H -3.368 -1.738 -6.910
45 O 1.279 2.484 2.426
46 O 0.722 1.012 0.833
47 H 0.998 -2.878 0.770
48 N -1.262 0.526 -1.794
49 C 1.746 0.962 4.892
50 H 4.264 -2.099 -3.942
51 C -2.886 4.349 -2.190
52 H 2.366 -1.631 2.334
53 O 0.109 -0.356 -3.768
54 H -3.295 5.346 -2.236
55 C -2.697 3.622 -3.335
56 C -5.804 -2.372 -5.945
57 C 3.455 -1.014 5.843
58 H 1.363 1.394 6.953
59 O -0.659 -1.644 -1.789
60 O 1.635 -0.363 -1.142
61 N 1.737 -2.578 -1.078
62 H 4.133 -1.772 6.207
63 H -0.191 -0.648 3.454
64 C -4.604 -1.938 -5.169
65 O 1.841 -0.923 1.929
66 C 4.393 1.785 2.280
67 H -4.317 -2.144 3.332
68 C -3.550 -1.414 -3.057
69 C 2.124 -1.414 -1.634
70 C -2.373 -1.131 -3.752
71 H 2.099 -3.480 -1.382
72 C 3.623 -2.485 -3.152
73 H -6.638 -2.621 -5.296
74 C -2.646 4.495 0.302
75 H 2.856 -3.135 -3.576
76 H -0.113 -3.054 -0.465
77 H 6.155 2.981 2.120
78 H -1.395 2.083 2.291
79 H -2.585 -0.868 4.119
80 S -2.144 -1.595 0.562
81 C 2.374 0.298 2.472
82 H 7.263 1.458 0.523
83 Ta -0.181 -0.149 -0.237
84 C -4.656 -1.815 -3.777
85 H -2.963 4.043 -4.292

Forces on the atoms, in the same order (eV/Å):
C 0.0 0.0 0.0
C 0.1 0.1 0.0
N 0.2 0.2 0.2
H 0.0 0.0 0.0
C -0.1 0.0 0.2
C -0.1 0.1 -0.1
H 0.0 -0.1 -0.1
H 0.0 0.1 0.0
H 0.1 0.0 -0.1
H 0.0 0.0 0.0
N 0.2 -0.3 -0.3
H 0.0 -0.3 0.0
C 0.0 0.0 0.1
C 0.0 0.0 0.0
C -0.1 0.1 0.0
H 0.0 0.1 0.0
H 0.0 0.0 0.1
H 0.0 0.0 0.0
O -0.3 -0.1 0.4
H 0.0 -0.1 0.0
C 0.1 0.0 0.0
H 0.0 0.0 -0.1
C -0.2 0.0 0.1
H 0.0 0.0 0.0
N -0.1 -0.2 0.1
C 0.0 0.0 0.1
C 0.0 0.1 0.2
C 0.0 0.0 0.0
H -0.1 0.0 0.1
C 0.0 0.0 0.0
N 0.2 0.0 0.0
H 0.0 0.0 0.0
H 0.1 0.0 -0.1
C 0.0 0.0 0.0
C 0.0 0.0 0.0
C -0.3 0.2 -0.2
N 0.5 -0.1 0.3
H 0.0 0.1 0.1
H 0.0 0.0 0.2
C -0.2 0.0 0.1
C 0.0 -0.1 -0.1
C -0.1 0.1 0.2
S -0.3 -0.1 -0.4
H 0.0 0.0 0.0
O 0.1 -0.4 -0.2
O 1.3 0.6 1.1
H 0.0 0.2 -0.2
N 0.6 0.0 -0.8
C -0.1 -0.1 0.0
H -0.1 -0.1 0.1
C 0.1 -0.2 -0.1
H -0.1 0.1 0.0
O -0.1 -0.1 -0.1
H 0.0 0.1 0.0
C 0.0 0.0 0.2
C 0.0 0.0 0.0
C 0.0 0.0 -0.1
H 0.0 0.1 0.0
O -0.3 0.3 -1.1
O -0.5 0.7 -0.3
N 0.2 -0.2 -0.1
H 0.1 0.0 0.0
H -0.1 0.0 0.0
C 0.0 0.0 0.0
O 0.1 -0.3 0.0
C 0.0 0.0 0.0
H 0.0 0.0 0.0
C 0.0 0.0 -0.2
C 0.2 -0.4 0.3
C -0.1 0.1 0.1
H -0.2 0.3 0.1
C 0.1 -0.1 -0.1
H 0.0 0.0 0.0
C 0.0 -0.1 0.0
H 0.1 0.0 0.0
H 0.3 0.1 0.1
H 0.0 0.1 0.0
H 0.0 0.2 -0.2
H 0.2 0.0 -0.3
S 0.1 0.1 0.2
C 0.0 0.1 -0.1
H 0.0 0.0 0.0
Ta -1.6 -0.6 0.8
C 0.1 0.0 0.0
H 0.0 0.0 -0.1

Orbital gap   6.63 eV
Total charge   +3
E_LUMO   -8.95 eV
2S+1   1